(1)
{"formula": "C21H28N2O6", "method": "the ωB97M-V functional and the def2-TZVPD basis", "symbols": ["C", "C", "O", "O", "C", "C", "C", "C", "C", "C", "C", "C", "C", "O", "C", "O", "C", "C", "C", "C", "C", "O", "N", "C", "C", "C", "N", "C", "O", "H", "H", "H", "H", "H", "H", "H", "H", "H", "H", "H", "H", "H", "H", "H", "H", "H", "H", "H", "H", "H", "H", "H", "H", "H", "H", "H", "H"], "xyz": [[7.98, 0.03, 0.92], [7.54, 1.27, 0.20], [8.31, 1.99, -0.35], [6.21, 1.57, 0.21], [5.36, 0.51, -0.31], [4.13, 1.13, -0.97], [2.86, 0.40, -0.55], [1.77, 0.45, -1.63], [0.38, 0.08, -1.14], [0.24, -0.73, -0.01], [-1.01, -1.11, 0.51], [-1.12, -1.99, 1.72], [-1.11, -3.48, 1.38], [-2.16, -3.82, 0.46], [-1.66, -4.31, -0.70], [-1.94, -5.38, -1.13], [-2.13, -0.63, -0.15], [-2.00, 0.18, -1.27], [-0.77, 0.56, -1.81], [-0.74, 1.44, -3.03], [-3.38, 0.54, -1.73], [-3.73, 0.98, -2.79], [-4.23, 0.19, -0.68], [-5.27, 1.11, -0.19], [-5.29, 1.24, 1.32], [-4.11, 2.06, 1.88], [-4.07, 2.04, 3.34], [-3.61, -0.77, 0.14], [-4.17, -1.55, 0.84], [7.44, -0.85, 0.59], [9.03, -0.10, 0.70], [7.87, 0.15, 1.99], [5.04, -0.10, 0.53], [5.93, -0.08, -1.02], [4.26, 1.15, -2.05], [4.10, 2.16, -0.62], [2.46, 0.82, 0.36], [3.10, -0.65, -0.38], [2.02, -0.27, -2.41], [1.76, 1.44, -2.08], [1.10, -1.11, 0.51], [-2.06, -1.78, 2.21], [-0.33, -1.76, 2.44], [-0.13, -3.75, 0.96], [-1.27, -4.06, 2.28], [-1.02, -3.60, -1.24], [0.22, 1.92, -3.13], [-1.48, 2.22, -2.92], [-0.95, 0.88, -3.93], [-6.25, 0.79, -0.55], [-5.08, 2.08, -0.62], [-6.19, 1.80, 1.56], [-5.38, 0.29, 1.84], [-3.17, 1.69, 1.49], [-4.29, 3.09, 1.61], [-4.88, 2.53, 3.71], [-4.14, 1.09, 3.69]], "mol_weight_g_mol": 404.463, "charge": 0, "max_force_ha_per_bohr": 0.0263, "e_lumo_ha": -0.00744, "homo_lumo_gap_ha": 0.339}

(2)
{"formula": "C21H28N3O3PdS3", "method": "the ωB97M-V functional and the def2-TZVPD basis", "symbols": ["Pd", "C", "C", "C", "C", "C", "C", "C", "C", "S", "C", "N", "C", "C", "C", "C", "C", "C", "C", "C", "H", "H", "H", "H", "H", "H", "H", "H", "H", "H", "H", "H", "H", "H", "H", "H", "C", "C", "C", "C", "N", "N", "H", "H", "H", "H", "H", "H", "H", "H", "H", "H", "H", "H", "O", "S", "O", "O", "S"], "xyz": [[0.82, 1.15, -1.56], [-2.86, 0.68, 4.74], [-2.45, 0.81, 3.27], [-2.84, 2.22, 2.78], [-3.21, -0.23, 2.45], [-0.94, 0.60, 3.07], [-0.08, 0.21, 4.11], [1.27, 0.01, 3.90], [1.78, 0.20, 2.62], [3.39, 0.04, 2.00], [2.82, 0.48, 0.41], [1.56, 0.72, 0.36], [0.93, 0.58, 1.58], [-0.42, 0.79, 1.80], [3.63, 0.64, -0.81], [5.00, 0.43, -0.87], [5.67, 0.67, -2.05], [4.96, 1.13, -3.16], [3.59, 1.33, -3.10], [2.88, 1.07, -1.92], [-3.93, 0.87, 4.83], [-2.34, 1.40, 5.37], [-2.67, -0.32, 5.13], [-3.91, 2.37, 2.93], [-2.62, 2.35, 1.72], [-2.30, 2.99, 3.34], [-4.28, -0.15, 2.63], [-2.89, -1.25, 2.71], [-3.03, -0.09, 1.38], [-0.47, 0.06, 5.11], [1.91, -0.29, 4.72], [-1.02, 1.09, 0.95], [5.55, 0.09, 0.01], [6.74, 0.52, -2.11], [5.50, 1.34, -4.08], [3.06, 1.68, -3.97], [-1.69, -1.62, -3.11], [-0.93, -2.08, -1.87], [-1.67, -1.61, -0.62], [-0.77, -3.60, -1.86], [0.39, -1.41, -1.83], [1.20, -1.53, -3.00], [-2.73, -1.97, -3.05], [-1.26, -2.03, -4.03], [-1.69, -0.53, -3.17], [-2.66, -2.06, -0.57], [-1.76, -0.53, -0.64], [-1.12, -1.90, 0.28], [-1.74, -4.09, -2.00], [-0.36, -3.93, -0.90], [-0.12, -3.94, -2.66], [0.93, -1.78, -1.06], [0.90, -0.82, -3.66], [1.11, -2.45, -3.43], [-1.59, 1.39, -1.62], [-1.09, 2.29, -2.71], [-2.14, 2.92, -3.47], [-0.15, 1.48, -3.56], [0.12, 3.62, -1.75]], "mol_weight_g_mol": 573.094, "s2": 2.009, "charge": -1, "multiplicity": 3, "max_force_ha_per_bohr": 0.0248, "e_lumo_ha": [0.08595, 0.08585], "homo_lumo_gap_ha": [0.216, 0.255]}

(3)
{"formula": "C21H28N4O2S", "method": "the ωB97M-V functional and the def2-TZVPD basis", "symbols": ["C", "C", "C", "C", "N", "C", "H", "H", "H", "C", "H", "C", "N", "C", "O", "C", "C", "C", "C", "N", "N", "C", "C", "C", "C", "C", "C", "C", "H", "O", "C", "H", "H", "H", "H", "H", "H", "C", "H", "H", "H", "S", "H", "H", "H", "H", "H", "H", "H", "H", "H", "H", "H", "H", "H", "H"], "xyz": [[1.29, 4.51, 0.25], [2.16, 3.81, -0.78], [3.51, 3.41, -0.19], [4.41, 2.71, -1.21], [3.86, 1.43, -1.64], [3.59, 1.38, -3.06], [2.95, 2.21, -3.34], [4.50, 1.42, -3.68], [3.06, 0.45, -3.30], [4.63, 0.29, -1.19], [5.71, 0.40, -1.39], [4.42, 0.05, 0.31], [3.02, -0.16, 0.57], [2.56, -1.29, 1.15], [3.30, -2.11, 1.68], [1.11, -1.48, 1.15], [0.09, -0.83, 0.52], [-1.17, -1.42, 0.78], [-1.03, -2.55, 1.61], [-2.24, -3.09, 1.79], [-3.16, -2.39, 1.13], [-2.57, -1.38, 0.50], [-3.33, -0.46, -0.31], [-4.64, -0.78, -0.67], [-5.38, 0.09, -1.45], [-4.83, 1.27, -1.89], [-3.52, 1.61, -1.53], [-2.78, 0.74, -0.75], [-1.77, 0.99, -0.45], [-3.07, 2.81, -2.01], [-1.77, 3.21, -1.67], [-1.64, 3.30, -0.58], [-1.01, 2.53, -2.06], [-1.63, 4.19, -2.13], [-5.38, 1.96, -2.50], [-6.39, -0.16, -1.72], [-5.06, -1.71, -0.32], [-2.59, -4.25, 2.57], [-3.66, -4.40, 2.46], [-2.34, -4.09, 3.62], [-2.05, -5.13, 2.20], [0.59, -2.88, 2.08], [0.24, 0.03, -0.11], [2.40, 0.45, 0.06], [4.78, 0.91, 0.89], [4.95, -0.84, 0.64], [4.29, -0.60, -1.73], [4.54, 3.37, -2.08], [5.40, 2.56, -0.77], [3.34, 2.75, 0.66], [4.02, 4.30, 0.17], [1.65, 2.92, -1.16], [2.32, 4.48, -1.63], [1.79, 5.39, 0.64], [0.35, 4.83, -0.20], [1.07, 3.85, 1.08]], "mol_weight_g_mol": 400.548, "charge": 0, "max_force_ha_per_bohr": 0.0190, "e_lumo_ha": 0.01536, "homo_lumo_gap_ha": 0.307}

(4)
{"formula": "C21H28N4O4", "method": "the ωB97M-V functional and the def2-TZVPD basis", "symbols": ["C", "C", "C", "N", "C", "O", "N", "C", "O", "C", "H", "O", "C", "O", "C", "C", "C", "C", "N", "C", "C", "H", "C", "H", "H", "H", "C", "H", "H", "C", "H", "H", "C", "C", "H", "H", "H", "C", "H", "H", "H", "H", "C", "H", "H", "H", "H", "C", "N", "H", "H", "H", "H", "H", "H", "H", "H"], "xyz": [[8.02, 0.32, -2.23], [8.12, 1.56, -1.77], [7.42, 2.10, -0.56], [6.65, 1.12, 0.15], [5.31, 1.17, 0.21], [4.61, 2.07, -0.19], [4.70, 0.05, 0.85], [5.26, -1.12, 1.23], [6.44, -1.38, 1.18], [4.26, -2.14, 1.77], [4.46, -2.29, 2.83], [2.92, -1.71, 1.63], [2.16, -2.33, 0.68], [2.56, -3.24, 0.00], [0.83, -1.73, 0.60], [-0.09, -2.26, -0.26], [-1.40, -1.81, -0.55], [-1.93, -0.52, -0.51], [-3.24, -0.60, -0.85], [-3.58, -1.91, -1.10], [-2.46, -2.67, -0.96], [-2.38, -3.73, -1.08], [-4.96, -2.34, -1.47], [-4.98, -3.42, -1.57], [-5.68, -2.04, -0.71], [-5.26, -1.90, -2.42], [-4.18, 0.49, -0.85], [-5.01, 0.23, -1.51], [-3.69, 1.39, -1.25], [-4.69, 0.78, 0.57], [-3.82, 0.91, 1.22], [-5.25, -0.08, 0.93], [-5.56, 2.04, 0.65], [-6.87, 1.88, -0.12], [-7.49, 2.75, 0.02], [-7.41, 1.01, 0.24], [-6.69, 1.76, -1.19], [-5.85, 2.36, 2.11], [-6.45, 3.27, 2.19], [-4.93, 2.51, 2.67], [-6.41, 1.55, 2.58], [-5.00, 2.88, 0.22], [-1.24, 0.78, -0.34], [-0.18, 0.66, -0.54], [-1.63, 1.53, -1.03], [-1.33, 1.17, 0.68], [0.23, -3.17, -0.76], [0.54, -0.70, 1.51], [0.31, 0.10, 2.30], [4.41, -3.08, 1.23], [3.70, 0.16, 0.97], [7.11, 0.27, 0.48], [6.73, 2.90, -0.86], [8.17, 2.54, 0.11], [8.74, 2.28, -2.28], [8.56, 0.00, -3.11], [7.41, -0.42, -1.75]], "mol_weight_g_mol": 400.479, "charge": 0, "max_force_ha_per_bohr": 0.0191, "e_lumo_ha": -0.01083, "homo_lumo_gap_ha": 0.294}

(5)
{"formula": "C21H28N4O4S", "method": "the ωB97M-V functional and the def2-TZVPD basis", "symbols": ["C", "C", "C", "H", "C", "N", "C", "O", "C", "C", "C", "C", "C", "C", "N", "C", "O", "C", "N", "S", "O", "O", "N", "C", "H", "H", "H", "C", "H", "H", "H", "C", "C", "C", "C", "C", "C", "H", "H", "H", "H", "H", "H", "H", "H", "H", "H", "H", "H", "H", "H", "H", "H", "H", "H", "H", "H", "H"], "xyz": [[-0.82, -5.09, 0.90], [-1.00, -3.77, 0.15], [-1.44, -3.99, -1.29], [-2.44, -4.44, -1.32], [-1.44, -2.69, -2.09], [-2.35, -1.72, -1.51], [-1.95, -0.48, -1.18], [-0.86, -0.03, -1.49], [-2.93, 0.31, -0.38], [-4.30, 0.21, -0.60], [-5.20, 0.95, 0.15], [-4.73, 1.80, 1.14], [-3.37, 1.92, 1.38], [-2.46, 1.20, 0.61], [-1.08, 1.29, 0.80], [-0.39, 2.01, 1.70], [-0.84, 2.80, 2.51], [1.13, 1.71, 1.67], [1.60, 0.92, 0.57], [1.84, -0.71, 0.84], [1.38, -1.49, -0.26], [1.31, -1.00, 2.13], [3.52, -0.83, 0.86], [3.94, -2.22, 0.83], [3.39, -2.71, 0.03], [5.00, -2.27, 0.62], [3.72, -2.73, 1.77], [4.10, -0.09, 1.95], [3.73, -0.44, 2.92], [3.84, 0.96, 1.82], [5.18, -0.19, 1.92], [1.81, 1.48, -0.70], [2.61, 0.83, -1.63], [2.81, 1.38, -2.88], [2.25, 2.59, -3.21], [1.46, 3.25, -2.29], [1.24, 2.71, -1.04], [0.61, 3.24, -0.34], [1.01, 4.20, -2.54], [2.41, 3.02, -4.19], [3.43, 0.85, -3.59], [3.05, -0.12, -1.36], [1.67, 2.67, 1.72], [1.33, 1.15, 2.58], [-0.55, 0.76, 0.11], [-3.00, 2.59, 2.14], [-5.42, 2.37, 1.74], [-6.25, 0.87, -0.04], [-4.67, -0.43, -1.39], [-3.23, -2.07, -1.17], [-1.73, -2.88, -3.13], [-0.45, -2.23, -2.07], [-0.75, -4.68, -1.78], [-1.75, -3.16, 0.68], [-0.07, -3.21, 0.16], [-1.76, -5.65, 0.91], [-0.06, -5.70, 0.42], [-0.52, -4.90, 1.92]], "mol_weight_g_mol": 432.546, "charge": 0, "max_force_ha_per_bohr": 0.0214, "e_lumo_ha": 0.02338, "homo_lumo_gap_ha": 0.335}

(6)
{"formula": "C21H28N6O3", "method": "the ωB97M-V functional and the def2-TZVPD basis", "symbols": ["C", "C", "C", "C", "C", "O", "N", "H", "C", "H", "C", "N", "C", "N", "C", "C", "C", "O", "N", "C", "O", "N", "C", "H", "H", "H", "C", "H", "H", "H", "N", "C", "C", "C", "C", "C", "C", "C", "H", "H", "H", "H", "H", "H", "H", "H", "H", "H", "H", "H", "H", "H", "H", "H", "H", "H", "H", "H"], "xyz": [[3.49, 0.88, -1.08], [2.80, 2.05, -0.37], [2.05, 2.96, -1.35], [0.72, 2.38, -1.82], [-0.50, 2.62, -0.95], [-1.62, 2.38, -1.38], [-0.31, 3.15, 0.27], [0.62, 3.17, 0.67], [-1.42, 3.38, 1.17], [-2.29, 3.62, 0.54], [-1.74, 2.13, 2.02], [-1.92, 0.97, 1.18], [-0.83, 0.23, 0.88], [0.27, 0.19, 1.63], [1.05, -0.74, 1.03], [0.45, -1.25, -0.10], [1.07, -2.22, -0.94], [0.63, -2.71, -1.96], [2.33, -2.58, -0.44], [2.96, -2.09, 0.69], [4.07, -2.47, 1.02], [2.28, -1.14, 1.43], [2.89, -0.59, 2.63], [3.66, -1.28, 2.96], [3.34, 0.38, 2.42], [2.11, -0.48, 3.38], [3.10, -3.56, -1.19], [4.03, -3.12, -1.53], [2.49, -3.86, -2.04], [3.32, -4.42, -0.55], [-0.78, -0.61, -0.19], [-1.79, -0.81, -1.21], [-3.05, -1.38, -0.62], [-4.26, -0.70, -0.74], [-5.41, -1.23, -0.18], [-5.36, -2.43, 0.51], [-4.16, -3.11, 0.63], [-3.01, -2.58, 0.07], [-2.07, -3.11, 0.16], [-4.12, -4.04, 1.17], [-6.26, -2.84, 0.95], [-6.35, -0.70, -0.28], [-4.30, 0.23, -1.28], [-1.36, -1.50, -1.93], [-1.99, 0.15, -1.70], [-2.58, 1.09, 0.42], [-2.65, 2.31, 2.59], [-0.92, 1.91, 2.70], [-1.20, 4.23, 1.81], [0.80, 1.30, -1.95], [0.46, 2.78, -2.80], [1.89, 3.94, -0.91], [2.69, 3.10, -2.22], [3.57, 2.64, 0.15], [2.12, 1.65, 0.39], [4.18, 1.25, -1.82], [4.04, 0.27, -0.37], [2.76, 0.24, -1.57]], "mol_weight_g_mol": 412.494, "charge": 0, "max_force_ha_per_bohr": 0.0264, "e_lumo_ha": 0.02511, "homo_lumo_gap_ha": 0.308}

(7)
{"formula": "C21H28O21", "method": "the ωB97M-V functional and the def2-TZVPD basis", "symbols": ["C", "C", "O", "C", "O", "O", "H", "H", "H", "H", "C", "C", "O", "C", "O", "O", "H", "H", "H", "H", "C", "C", "O", "C", "O", "O", "H", "H", "H", "H", "C", "C", "O", "C", "O", "O", "H", "H", "H", "H", "C", "C", "O", "C", "O", "O", "H", "H", "H", "H", "C", "C", "O", "C", "O", "O", "H", "H", "H", "H", "C", "C", "O", "C", "O", "O", "H", "H", "H", "H"], "xyz": [[1.08, -1.98, -0.02], [1.51, -1.19, 1.19], [0.35, -0.42, 1.47], [-0.33, -0.21, 0.31], [-1.17, 0.63, 0.11], [0.06, -1.09, -0.58], [0.48, -2.88, 0.15], [1.80, -2.22, -0.80], [2.35, -0.50, 1.21], [1.61, -1.94, 1.99], [-4.21, -0.99, -3.05], [-3.55, 0.01, -2.07], [-3.39, -0.82, -0.94], [-3.34, -2.12, -1.29], [-3.05, -3.02, -0.57], [-3.66, -2.22, -2.59], [-3.99, -0.67, -4.06], [-5.28, -1.03, -2.83], [-4.13, 0.90, -1.84], [-2.52, 0.17, -2.40], [5.69, -0.87, -2.82], [6.72, -2.01, -2.60], [5.91, -3.07, -2.10], [4.76, -2.61, -1.63], [4.11, -3.12, -0.78], [4.50, -1.40, -2.20], [5.43, -0.88, -3.87], [6.00, 0.09, -2.43], [7.58, -1.75, -1.99], [7.02, -2.45, -3.55], [0.95, 1.38, 4.27], [0.97, 2.51, 3.21], [2.15, 2.15, 2.50], [2.97, 1.41, 3.24], [4.04, 1.02, 2.91], [2.34, 1.07, 4.40], [0.48, 0.47, 3.89], [0.59, 1.73, 5.23], [0.97, 3.52, 3.60], [0.09, 2.28, 2.61], [-2.03, 3.50, 0.90], [-2.15, 4.61, -0.17], [-2.74, 5.68, 0.57], [-2.83, 5.39, 1.87], [-3.31, 6.06, 2.73], [-2.36, 4.15, 2.10], [-1.00, 3.14, 0.89], [-2.72, 2.68, 0.73], [-2.83, 4.34, -0.98], [-1.23, 4.91, -0.67], [-3.36, -2.61, 3.42], [-1.92, -2.44, 2.95], [-1.60, -1.16, 3.48], [-2.75, -0.46, 3.60], [-2.77, 0.72, 3.76], [-3.82, -1.26, 3.40], [-3.47, -2.93, 4.46], [-3.98, -3.33, 2.90], [-1.81, -2.55, 1.87], [-1.33, -3.26, 3.38], [1.51, -0.18, -3.22], [0.30, 0.66, -3.72], [-0.67, -0.36, -4.04], [-0.10, -1.58, -4.07], [-0.58, -2.56, -4.53], [1.14, -1.49, -3.54], [1.63, -0.08, -2.14], [2.44, 0.12, -3.69], [0.52, 1.18, -4.65], [-0.10, 1.20, -2.86]], "mol_weight_g_mol": 616.434, "charge": 0, "max_force_ha_per_bohr": 0.0486, "e_lumo_ha": 0.00349, "homo_lumo_gap_ha": 0.404}

(8)
{"formula": "C21H28O3", "method": "the ωB97M-V functional and the def2-TZVPD basis", "symbols": ["C", "C", "C", "C", "C", "C", "C", "C", "H", "H", "H", "C", "C", "C", "O", "H", "H", "H", "O", "C", "O", "C", "H", "C", "C", "C", "C", "C", "H", "H", "H", "C", "H", "H", "H", "H", "H", "C", "H", "H", "H", "C", "H", "H", "H", "H", "H", "H", "H", "H", "H", "H"], "xyz": [[-8.14, -0.84, 0.42], [-6.77, -1.25, 0.24], [-5.75, -0.44, -0.51], [-4.58, -0.97, -0.60], [-3.54, -0.37, -1.46], [-2.71, 0.40, -0.27], [-1.79, -0.19, 0.60], [-1.28, -1.46, 0.37], [-0.27, -1.52, 0.68], [-1.37, -2.01, -0.48], [-1.91, -1.82, 1.25], [-1.19, 1.06, 1.26], [-1.64, 2.12, 0.79], [-2.76, 2.01, -0.02], [-3.62, 2.67, -0.63], [-2.09, 2.90, 1.84], [-0.87, 2.70, 0.39], [-1.41, 0.69, 2.48], [0.45, 1.02, 1.35], [0.99, 1.00, 0.36], [0.43, 1.01, -0.92], [2.35, 0.96, 0.64], [2.71, 0.73, 1.57], [3.40, 1.79, -0.09], [3.35, 0.47, -0.86], [4.47, -0.68, -0.31], [4.16, -2.19, -0.16], [5.29, -2.82, 0.11], [6.13, -2.50, 0.38], [5.38, -3.74, -0.59], [5.04, -3.42, 1.01], [2.76, -2.65, -0.41], [2.85, -3.42, -0.96], [2.45, -3.14, 0.66], [2.02, -1.97, -0.62], [5.43, -0.13, -0.14], [2.82, 0.11, -1.71], [2.95, 2.79, -0.97], [2.04, 2.46, -1.73], [3.60, 3.12, -1.89], [2.79, 3.63, -0.56], [4.51, 2.29, 0.78], [5.39, 2.38, -0.09], [4.91, 1.33, 1.30], [4.30, 3.20, 1.00], [-2.84, -0.94, -1.94], [-3.94, 0.47, -1.89], [-4.19, -1.98, -0.02], [-6.19, 0.47, -1.09], [-6.74, -2.09, 0.79], [-8.90, -1.34, 0.84], [-8.50, 0.11, -0.20]], "mol_weight_g_mol": 328.452, "charge": 0, "max_force_ha_per_bohr": 0.3769, "e_lumo_ha": 0.01274, "homo_lumo_gap_ha": 0.295}